Formula: C7H15NO2
Source: OMol25
Level of theory: ωB97M-V/def2-TZVPD

```
! RIJCOSX wB97M-V def2-TZVPD def2/J DEFGRID3
* xyz 0 1
C 0.269 0.580 -0.149
C 1.242 -0.718 -0.226
C -0.765 0.417 -1.261
C -0.336 0.759 1.241
C 0.547 -1.983 0.267
C 2.544 -0.498 0.541
C -2.236 0.112 -0.748
N -3.050 1.194 -0.687
O 0.998 1.740 -0.499
O -2.628 -0.989 -0.420
H 1.635 1.929 0.199
H 1.506 -0.846 -1.282
H -2.735 2.107 -0.962
H -4.005 1.073 -0.389
H -0.522 -0.384 -1.955
H -0.788 1.343 -1.834
H -0.958 -0.086 1.517
H -0.933 1.670 1.261
H 0.449 0.847 1.991
H 1.134 -2.859 -0.003
H 3.160 -1.394 0.471
H -0.456 -2.071 -0.142
H 0.450 -1.968 1.351
H 3.123 0.324 0.122
H 2.357 -0.299 1.595
*
```

Calculated values
- Energy above the lowest of the compared OMol25 structures with the same formula, charge and spin: 4.4 kcal per mole
- Structure (SMILES): CC(C)[C@@](C)(O)CC(N)=O



Formula: C53H52ClN6O7SiTl
Source: OMol25
Level of theory: ωB97M-V/def2-TZVPD

```
! RIJCOSX wB97M-V def2-TZVPD def2/J DEFGRID3
* xyz 0 1
Tl -0.492 0.058 0.012
O -3.152 2.654 3.244
C -3.617 1.638 3.997
C -4.235 1.967 5.205
C -4.732 0.975 6.024
C -4.633 -0.366 5.653
C -4.023 -0.692 4.460
C -3.495 0.292 3.618
C -2.802 -0.079 2.356
O -2.197 0.836 1.706
N -2.897 -1.347 1.982
N -2.147 -1.603 0.875
C -2.445 -2.638 0.196
C -1.650 -3.021 -0.979
C -1.983 -4.152 -1.715
C -1.233 -4.460 -2.838
C -0.180 -3.631 -3.191
C 0.087 -2.527 -2.394
N -0.625 -2.233 -1.314
H -2.767 2.243 2.435
H -4.311 3.014 5.470
H -5.202 1.244 6.962
H -5.034 -1.142 6.291
H -3.942 -1.723 4.143
H -3.300 -3.250 0.477
H -2.815 -4.772 -1.407
H -1.470 -5.333 -3.431
H 0.426 -3.829 -4.063
H 0.898 -1.847 -2.625
C -1.823 0.726 -1.574
Si -2.067 2.534 -1.356
C -0.339 3.178 -0.972
N 0.290 2.556 0.211
C -0.167 3.217 1.461
C 0.968 3.579 2.407
C 2.008 4.471 1.724
C 2.367 3.936 0.321
C 1.760 2.556 0.102
C -3.399 2.985 -0.125
C -3.446 4.253 0.457
C -4.479 4.615 1.310
C -5.489 3.709 1.596
C -5.466 2.445 1.025
C -4.432 2.092 0.170
C -2.570 3.278 -3.011
C -3.877 3.714 -3.241
C -4.276 4.162 -4.493
C -3.371 4.187 -5.543
C -2.064 3.764 -5.336
C -1.674 3.313 -4.084
H -1.253 0.504 -2.478
H -2.663 0.039 -1.492
H -0.346 4.279 -0.912
H 0.261 2.933 -1.855
H -0.890 2.569 1.965
H -0.704 4.137 1.207
H 1.444 2.674 2.797
H 0.537 4.099 3.266
H 2.898 4.534 2.352
H 1.611 5.486 1.648
H 3.448 3.878 0.185
H 1.994 4.611 -0.452
H 2.157 1.851 0.838
H 2.024 2.153 -0.876
H -2.671 4.980 0.235
H -4.491 5.601 1.758
H -6.292 3.986 2.268
H -6.249 1.732 1.250
H -4.424 1.096 -0.260
H -4.595 3.708 -2.428
H -5.295 4.494 -4.648
H -3.680 4.535 -6.520
H -1.352 3.785 -6.151
H -0.650 2.979 -3.950
O 5.758 -1.165 -1.693
C 5.469 -2.272 -1.046
O 6.244 -3.195 -0.985
C 4.132 -2.358 -0.357
C 3.799 -3.385 0.504
Cl 4.770 -4.710 0.940
N 2.530 -3.185 0.954
N 2.013 -2.072 0.397
C 2.948 -1.558 -0.373
C 2.636 -0.283 -1.118
O 3.556 0.311 -1.690
O 1.431 0.118 -1.171
C 1.713 -3.892 1.905
C 2.182 -4.928 2.706
C 1.318 -5.541 3.604
C 0.000 -5.135 3.725
C -0.454 -4.086 2.938
C 0.395 -3.470 2.038
H 4.978 -0.523 -1.704
H 3.200 -5.262 2.661
H 1.698 -6.348 4.218
H -0.662 -5.622 4.427
H -1.474 -3.729 3.019
H 0.043 -2.653 1.436
C 3.531 1.442 7.842
C 2.693 1.235 6.614
C 1.373 1.663 6.568
C 0.587 1.478 5.441
C -0.835 1.981 5.469
C 1.150 0.840 4.315
C 0.286 0.681 3.155
O 0.595 0.145 2.088
C 2.497 0.408 4.340
C 3.164 -0.263 3.178
C 3.234 0.616 5.492
H 2.941 1.843 8.664
H 4.346 2.139 7.636
H 3.982 0.503 8.165
H 0.941 2.148 7.435
H -1.060 2.393 6.451
H -1.558 1.188 5.272
H -1.004 2.767 4.729
H -0.727 1.082 3.254
H 3.145 0.363 2.285
H 2.642 -1.179 2.921
H 4.198 -0.497 3.426
H 4.267 0.286 5.515
*
```

Calculated values
- Energy above the lowest of the compared OMol25 structures with the same formula, charge and spin: 15.5 kcal per mole



Formula: C5H10NO2
Source: OMol25
Level of theory: ωB97M-V/def2-TZVPD

```
! RIJCOSX wB97M-V def2-TZVPD def2/J DEFGRID3
* xyz -1 1
O -2.139 1.744 1.445
C -1.308 1.198 0.738
N -0.520 0.190 1.279
C -0.146 -0.890 0.402
C 1.305 -0.796 0.166
C 1.704 -1.038 -1.400
O 1.483 -2.299 -1.801
C -0.779 1.892 -0.518
H -0.740 -0.038 2.205
H -0.677 -0.907 -0.547
H -0.337 -1.902 0.839
H 1.778 0.133 0.545
H 1.907 -1.594 0.503
H 1.119 -0.228 -1.912
H 2.804 -0.766 -1.538
H 0.201 2.325 -0.278
H -1.325 2.706 -0.928
H -0.490 1.188 -1.323
*
```

Calculated values
- Energy above the lowest of the compared OMol25 structures with the same formula, charge and spin: 63.5 kcal per mole
- Structure (SMILES): CC(=O)NCCC[O-]



Formula: CH4O2SSi
Source: OMol25
Level of theory: ωB97M-V/def2-TZVPD

```
! RIJCOSX wB97M-V def2-TZVPD def2/J DEFGRID3
* xyz 0 3
C 0.786 1.049 -0.455
O -2.495 0.433 0.926
O -0.959 -1.171 -0.315
Si 0.601 -0.812 0.177
S -1.789 0.332 -0.363
H 0.928 1.145 -1.483
H 1.166 -1.946 -0.615
H 0.952 1.849 0.342
H 0.811 -0.878 1.786
*
```

Calculated values
- Energy above the lowest of the compared OMol25 structures with the same formula, charge and spin: 0.0 kcal per mole